[1]
Density functional theory data (wB97M-V/def2-TZVPD) for a 3-piece molecular cluster, C2H11NO2 overall at a distorted geometry.

The geometry in XYZ format:
```
16
Properties=species:S:1:pos:R:3:mulliken_charge:R:1
C 0.70499 -0.07229 -2.02055 -0.667
N 1.63825 -0.45663 -1.03474 -0.239
C 1.02105 -0.97579 0.22091 -0.728
H 0.75409 1.04435 -2.14407 0.234
H -0.37583 -0.37860 -1.72687 0.146
H 0.83680 -0.40392 -3.09334 0.292
H 2.41643 -0.94595 -1.21489 0.216
H 0.31392 -1.83442 0.19830 0.253
H 1.94647 -1.37006 0.82604 0.284
H 0.75115 -0.02454 0.76819 0.209
O -2.91092 -0.73759 1.31373 -0.633
H -3.33371 -1.21932 0.57600 0.323
H -2.08323 -0.59089 0.73836 0.308
O -0.44668 2.35418 1.95808 -0.648
H 0.09792 3.19952 2.21494 0.317
H -1.33069 2.41194 2.41991 0.332
```

Results
- Highest occupied orbital energy: -0.3103 hartree
- Charge: 0
- F_max: 4.32 eV Å⁻¹
- SMILES: CNC.O.O
- Orbital gap: 9.16 eV
- Energy relative to the best compared isomer or geometry (same formula, charge and spin): 215.4 kJ/mol

[2]
Density functional theory data (wB97M-V/def2-TZVPD) for a 4-piece molecular cluster, C2H11NO2S2 overall at a distorted geometry.

The geometry in XYZ format:
```
18
Properties=species:S:1:pos:R:3:mulliken_charge:R:1
N 0.78188 1.34107 -1.74442 -0.616
C -0.40510 0.75102 -1.09154 -0.482
C -0.90662 1.37305 0.14984 -0.364
S -2.20517 0.28718 0.58234 -0.043
S 2.40043 0.07136 0.82564 -0.370
H 0.93141 0.88066 -2.62376 0.294
H 1.61439 0.96360 -1.21628 0.246
H -0.17727 -0.31367 -0.84714 0.380
H -1.30894 0.78567 -1.72504 0.365
H -1.45827 2.25276 -0.15211 0.330
H -0.15672 1.57145 1.01123 0.229
H 3.69352 -0.10027 0.81056 0.149
H 1.00527 -0.82259 2.31267 0.303
H -0.44094 -0.70452 2.17463 0.242
O 0.13856 -1.25340 2.68302 -0.551
H -1.27302 -3.09449 -0.45065 0.295
H -1.42781 -1.67244 -0.11971 0.174
O -0.80560 -2.31646 -0.57929 -0.579
```

Results
- Highest occupied orbital energy: -0.3240 hartree
- Charge: 0
- F_max: 3.12 eV Å⁻¹
- Orbital gap: 3.37 eV
- Energy relative to the best compared isomer or geometry (same formula, charge and spin): 624.6 kJ/mol

[3]
Density functional theory data (wB97M-V/def2-TZVPD) for a 4-piece molecular cluster, C2H11NO3 overall at a distorted geometry.

The geometry in XYZ format:
```
17
Properties=species:S:1:pos:R:3:mulliken_charge:R:1
C 1.52087 -1.17437 -0.37631 -1.064
C 0.31654 -0.23012 -0.32795 -0.084
N -0.60036 -0.63546 0.71739 -0.239
H 1.80898 -1.28557 0.69398 0.288
H 1.21143 -2.17284 -0.70517 0.301
H 2.43038 -0.90536 -0.90429 0.346
H -0.26258 -0.28886 -1.23281 0.473
H 0.71431 0.76920 -0.02773 0.251
H -3.17117 0.73705 -1.41027 0.282
H -1.34348 0.04491 0.89449 0.325
O -2.60643 0.76935 -0.63763 -0.698
H -1.78897 1.30466 -0.93924 0.429
H -0.31787 2.81762 -1.82097 0.216
O -0.49046 1.91759 -1.49581 -0.702
H -0.08746 -0.74527 1.62865 0.340
H 1.46964 -0.52683 3.43409 0.247
O 1.19662 -0.39572 2.50958 -0.709
```

Results
- Highest occupied orbital energy: -0.3458 hartree
- Charge: 0
- F_max: 3.84 eV Å⁻¹
- Orbital gap: 4.24 eV
- Energy relative to the best compared isomer or geometry (same formula, charge and spin): 813.0 kJ/mol

[4]
Density functional theory data (wB97M-V/def2-TZVPD) for C2H11NO3 as an isolated structure at a distorted geometry.

The geometry in XYZ format:
```
17
Properties=species:S:1:pos:R:3:mulliken_charge:R:1
C 0.44037 0.12728 -1.45433 -0.261
N -0.87242 -0.33166 -1.20775 -0.084
C -1.08897 -1.47992 -0.33297 -0.787
O -1.42097 1.48401 0.68385 -1.028
H 0.52060 1.16519 -1.79084 0.310
H 1.03776 0.06980 -0.47872 0.266
H 0.93316 -0.56815 -2.12971 0.332
H -1.41953 0.46255 -0.77043 0.402
H -0.26882 -2.18632 -0.42119 0.331
H -2.01978 -1.97336 -0.58022 0.303
H -1.07046 -1.13322 0.69373 0.325
H -1.75765 1.99220 1.43078 0.194
H 1.26898 0.14099 1.24700 0.351
O 0.80181 0.72350 1.86808 -0.756
H 0.00490 1.03646 1.41975 0.416
H 2.79944 -0.26652 -0.20936 0.286
O 1.88617 -0.55191 -0.05522 -0.600
```

Results
- Highest occupied orbital energy: -0.3010 hartree
- Charge: 0
- F_max: 10.06 eV Å⁻¹
- Orbital gap: 4.71 eV
- Energy relative to the best compared isomer or geometry (same formula, charge and spin): 670.4 kJ/mol

[5]
Density functional theory data (wB97M-V/def2-TZVPD) for a 4-piece molecular cluster, C2H11NO4 overall.

The geometry in XYZ format:
```
18
Properties=species:S:1:pos:R:3:mulliken_charge:R:1
C 0.58927 -1.51283 1.18298 -0.896
C -0.87887 -1.17146 0.98492 0.572
N -1.19710 -0.67936 -0.26449 -0.364
O -1.70163 -1.45263 1.82553 -0.596
H 1.24751 -0.90484 0.57953 0.319
H 0.69834 -2.53982 0.85333 0.236
H 0.78189 -1.44565 2.25212 0.275
H -0.42027 -0.17812 -0.67114 0.195
H -2.08511 -0.17233 -0.31443 0.289
O 1.59333 -0.29979 -2.79563 -0.622
H 1.89791 0.45858 -2.28244 0.310
H 2.35775 -0.74442 -3.17266 0.315
O -3.83365 0.63144 0.40420 -0.655
H -4.33744 -0.16377 0.61222 0.323
H -4.47333 1.23688 0.00328 0.298
O 3.48507 3.13480 -0.02647 -0.629
H 3.59461 3.19473 0.93457 0.327
H 2.68171 2.60858 -0.10542 0.303
```

Results
- Highest occupied orbital energy: -0.3493 hartree
- Charge: 0
- F_max: 0.85 eV Å⁻¹
- SMILES: CC(N)=O.O.O.O
- Orbital gap: 9.65 eV
- Energy relative to the best compared isomer or geometry (same formula, charge and spin): 78.8 kJ/mol

[6]
Density functional theory data (wB97M-V/def2-TZVPD) for a 4-piece molecular cluster, C2H11O3S overall at a distorted geometry.

The geometry in XYZ format:
```
17
Properties=species:S:1:pos:R:3:mulliken_charge:R:1
C -0.87254 -0.77120 2.17661 -0.977
C 0.07195 -0.68971 0.90534 -0.470
S -0.66138 0.28519 -0.40296 -0.743
H -1.38030 0.18023 2.39123 0.255
H -1.67891 -1.41035 1.74854 0.258
H -0.30190 -1.29982 3.04203 0.281
H 1.03886 -0.30913 1.23920 0.250
H 0.22392 -1.72923 0.58005 0.338
H 0.31288 3.06741 1.23828 0.344
H 1.18957 1.99071 1.20515 0.288
O 0.98179 2.61792 1.89174 -0.657
H -1.42399 -0.82721 -2.12541 0.283
H -0.99221 -0.80353 -3.78507 0.291
O -1.37100 -1.28842 -3.00300 -0.671
H 0.92167 0.05941 -2.06899 0.297
H 2.42269 0.39342 -2.31323 0.269
O 1.51891 0.53431 -2.71951 -0.637
```

Results
- Highest occupied orbital energy: -0.1262 hartree
- Charge: -1
- F_max: 3.58 eV Å⁻¹
- Orbital gap: 7.28 eV
- Energy relative to the best compared isomer or geometry (same formula, charge and spin): 113.8 kJ/mol

[7]
Density functional theory data (wB97M-V/def2-TZVPD) for C2H11OP4 as an isolated structure at a distorted geometry.

The geometry in XYZ format:
```
18
Properties=species:S:1:pos:R:3:mulliken_charge:R:1
C -2.40795 1.00854 -0.25037 -0.328
C -1.27584 -1.11599 0.41689 -0.425
O -1.98099 -0.46883 -0.46524 -0.229
P 2.40865 -1.08912 1.40038 -0.076
P 1.15518 2.19128 0.40513 -0.199
P 1.17245 -0.56034 -1.90259 0.022
P 0.91045 0.00317 0.16028 0.119
H -3.13843 1.11969 -1.12278 0.227
H -1.49825 1.69251 -0.11562 0.062
H -2.83640 1.05357 0.78055 0.335
H -1.03873 -2.13967 0.04984 0.419
H -1.54486 -1.12655 1.46855 0.339
H 1.87975 -2.38375 1.05182 0.112
H 3.33320 -1.02987 0.34996 0.127
H 1.88247 2.05391 1.79736 0.148
H 2.51907 2.32454 -0.19358 0.161
H 0.09703 0.12676 -2.24882 0.094
H 0.36320 -1.65988 -1.58176 0.092
```

Results
- Highest occupied orbital energy: -0.4822 hartree
- Charge: +1
- F_max: 3.07 eV Å⁻¹
- Orbital gap: 8.69 eV
- Energy relative to the best compared isomer or geometry (same formula, charge and spin): 136.1 kJ/mol

[8]
Density functional theory data (wB97M-V/def2-TZVPD) for a 2-piece molecular cluster, C2H12ClO2P2 overall.

The geometry in XYZ format:
```
19
Properties=species:S:1:pos:R:3:mulliken_charge:R:1
O -0.04679 0.79464 -0.73782 -0.378
P -0.89045 -0.61883 -0.74284 -0.169
P -2.94423 0.20695 -1.50037 -0.384
Cl -0.08004 -1.54060 -2.49970 -0.359
H -0.49179 1.42826 -1.33941 0.299
H -3.54447 -1.06394 -1.04622 -0.008
H -2.92992 0.68142 -0.07730 0.008
H -2.18756 1.47017 -1.89500 -0.133
H -2.81226 -0.31049 -2.86498 -0.032
H -4.21248 0.84418 -1.79673 0.027
C 2.22518 -1.07166 1.31483 -0.241
C 2.36887 0.17170 2.16896 -0.261
O 2.51333 1.33518 1.36140 -0.526
H 3.10149 -1.20981 0.68059 0.241
H 2.06703 -1.96872 1.91523 0.313
H 1.35327 -0.90604 0.68416 -0.227
H 3.25319 0.13929 2.80898 0.286
H 1.49178 0.27200 2.81997 0.237
H 1.76585 1.34629 0.74624 0.307
```

Results
- Highest occupied orbital energy: -0.1242 hartree
- Charge: -1
- F_max: 0.39 eV Å⁻¹
- Orbital gap: 6.97 eV

[9]
Density functional theory data (wB97M-V/def2-TZVPD) for a 3-piece molecular cluster, C2H12N2O2 overall at a distorted geometry.

The geometry in XYZ format:
```
18
Properties=species:S:1:pos:R:3:mulliken_charge:R:1
N 0.85620 -0.77206 1.47075 -0.570
C -0.07430 0.38724 1.30210 -0.314
C 0.83428 1.55565 0.98788 -0.421
N -0.02293 2.86286 0.90868 -0.636
H 0.96226 -1.30932 0.58290 0.231
H 0.57775 -1.36961 2.25364 0.196
H -0.82801 0.61914 2.14958 0.375
H -0.65913 0.22638 0.42154 0.221
H 1.61906 1.68640 1.70791 0.326
H 1.43374 1.44232 0.02906 0.154
H -0.51584 3.00830 1.78594 0.231
H 0.69550 3.62887 0.81638 0.237
O -0.97240 -3.41604 -1.79347 -0.656
H -1.92001 -3.27682 -1.85995 0.311
H -0.63717 -2.48134 -1.95727 0.339
O -0.38936 -0.22921 -2.16060 -0.662
H 0.51203 0.23571 -1.94092 0.325
H -0.73891 0.45909 -2.75206 0.313
```

Results
- Highest occupied orbital energy: -0.3381 hartree
- Charge: 0
- F_max: 3.35 eV Å⁻¹
- SMILES: NCCN.O.O
- Orbital gap: 9.71 eV
- Energy relative to the best compared isomer or geometry (same formula, charge and spin): 124.1 kJ/mol

[10]
Density functional theory data (wB97M-V/def2-TZVPD) for a 3-piece molecular cluster, C2H12N2O2 overall at a distorted geometry.

The geometry in XYZ format:
```
18
Properties=species:S:1:pos:R:3:mulliken_charge:R:1
N 0.18914 1.67486 -1.05705 -0.637
C 1.19894 0.88382 -0.34264 -0.144
C 1.05813 0.95455 1.18019 -0.695
N 0.47380 -0.39388 1.64602 -0.595
H -0.51272 1.05244 -1.44024 0.253
H 0.47900 2.20287 -1.83019 0.214
H 2.19837 1.22010 -0.69066 0.306
H 1.04324 -0.15940 -0.63463 0.195
H 2.01891 1.09147 1.63509 0.327
H 0.31126 1.76715 1.38994 0.394
H 1.23206 -1.10531 1.47932 0.240
H 0.58232 -0.30285 2.66839 0.227
O -1.25376 -0.73297 -2.01447 -0.683
H -1.73642 -0.99681 -2.88719 0.307
H -1.80151 -1.18641 -1.31969 0.362
O -2.06441 -2.02777 0.45195 -0.681
H -1.77940 -1.23952 0.94232 0.332
H -1.63693 -2.70232 0.82355 0.275
```

Results
- Highest occupied orbital energy: -0.3199 hartree
- Charge: 0
- F_max: 5.84 eV Å⁻¹
- SMILES: NCCN.O.O
- Orbital gap: 9.63 eV
- Energy relative to the best compared isomer or geometry (same formula, charge and spin): 98.4 kJ/mol

[11]
Density functional theory data (wB97M-V/def2-TZVPD) for a 4-piece molecular cluster, C2H12N2O3 overall at a distorted geometry.

The geometry in XYZ format:
```
19
Properties=species:S:1:pos:R:3:mulliken_charge:R:1
H 2.62954 0.94797 -1.66261 0.216
N 1.75232 0.45742 -1.56739 -0.725
C 1.97845 -0.78203 -1.30500 -0.015
N 1.10090 -1.65974 -0.73336 -0.190
C 1.63102 -2.80886 0.00681 -0.915
H 3.04343 -1.00412 -1.12403 0.341
H 0.19245 -1.53671 -1.16012 0.351
H 0.76132 -3.33738 0.35717 0.336
H 2.17912 -3.46020 -0.67945 0.332
H 2.26616 -2.43950 0.80647 0.295
O -3.85057 2.35582 -0.53888 -0.643
H -4.12543 3.06766 0.05373 0.319
H -3.26482 2.81227 -1.15774 0.320
O -2.21022 1.92503 2.61978 -0.617
H -1.79488 2.79356 2.64427 0.293
H -1.92708 1.62570 1.74268 0.337
O -0.23699 0.59752 0.85323 -0.679
H 0.49805 0.69642 0.23654 0.348
H -0.62279 -0.25081 0.60791 0.297
```

Results
- Highest occupied orbital energy: -0.3472 hartree
- Charge: 0
- F_max: 3.51 eV Å⁻¹
- SMILES: [H]/N=C/NC.O.O.O
- Orbital gap: 10.19 eV
- Energy relative to the best compared isomer or geometry (same formula, charge and spin): 123.2 kJ/mol

[12]
Density functional theory data (wB97M-V/def2-TZVPD) for a 4-piece molecular cluster, C2H12N2O3 overall at a distorted geometry.

The geometry in XYZ format:
```
19
Properties=species:S:1:pos:R:3:mulliken_charge:R:1
H 1.26023 1.36841 0.78645 0.227
N 0.89290 0.41980 0.53917 -0.519
C 0.14712 0.18938 1.57848 -0.134
N -0.98139 -0.67501 1.42227 -0.217
C -1.58767 -1.44991 2.47569 -0.791
H 0.32971 0.67440 2.49974 0.354
H -1.22016 -0.58729 0.40449 0.225
H -1.53279 -2.58583 2.29367 0.273
H -2.57907 -1.11418 2.73508 0.299
H -1.03617 -1.36734 3.36749 0.298
O 0.59913 1.18381 -2.39694 -0.678
H 0.20619 0.59903 -1.72464 0.366
H 1.49253 1.40770 -1.95124 0.308
O -3.01546 1.24992 -4.30943 -0.658
H -2.44410 0.94405 -5.06088 0.326
H -2.31688 1.29766 -3.62098 0.330
O 3.79809 -0.86639 0.50223 -0.648
H 3.25329 -0.29127 -0.01127 0.310
H 4.73449 -0.39693 0.47059 0.329
```

Results
- Highest occupied orbital energy: -0.3442 hartree
- Charge: 0
- F_max: 3.94 eV Å⁻¹
- SMILES: [H]/N=C/NC.O.O.O
- Orbital gap: 9.98 eV
- Energy relative to the best compared isomer or geometry (same formula, charge and spin): 179.3 kJ/mol

[13]
Density functional theory data (wB97M-V/def2-TZVPD) for a 4-piece molecular cluster, C2H12N2O3 overall.

The geometry in XYZ format:
```
19
Properties=species:S:1:pos:R:3:mulliken_charge:R:1
N -1.45460 0.75242 1.91674 -0.477
C -0.50709 1.29922 1.03800 -0.183
C -0.73215 1.42565 -0.26752 -0.295
N 0.33127 1.59518 -1.21395 -0.492
H -1.24378 0.83326 2.89672 0.216
H -2.42963 0.88787 1.72755 0.187
H 0.45809 1.56126 1.44152 0.287
H -1.70838 1.24843 -0.69816 0.324
H 0.99650 2.28368 -0.89546 0.239
H -0.03553 1.93062 -2.09964 0.222
O 2.93574 -0.75407 0.05923 -0.666
H 2.31751 -0.61427 -0.66896 0.295
H 2.50750 -1.49533 0.51404 0.372
O -0.52103 -1.48109 -1.85721 -0.634
H -1.40352 -1.83717 -2.00328 0.302
H -0.57343 -0.53922 -2.02357 0.322
O 0.69334 -2.53824 0.77981 -0.666
H 0.34684 -2.24730 -0.07890 0.342
H 0.02236 -2.31090 1.43304 0.307
```

Results
- Highest occupied orbital energy: -0.2790 hartree
- Charge: 0
- F_max: 0.96 eV Å⁻¹
- SMILES: N/C=C/N.O.O.O
- Orbital gap: 8.14 eV
- Energy relative to the best compared isomer or geometry (same formula, charge and spin): 88.9 kJ/mol